The following is a quantum chemistry calculation of 6 unconnected molecules or ions with the total composition C20H39FIN2O6, from the OMol25 dataset.

The geometry in ORCA input format:
```
! wB97M-V def2-TZVPD RIJCOSX def2/J DEFGRID3
* xyz 1 1
C -2.55227 -4.31633 -1.86681
C -1.64238 -3.58263 -2.99971
N -1.05158 -4.36849 -3.88443
C -1.50150 -1.96309 -3.04374
N -1.29404 -1.34930 -1.68154
I -2.43763 0.40105 -1.63791
C 0.13213 -0.94871 -1.37828
C 0.32652 -1.08510 0.22927
O 1.29177 -1.77315 0.66284
F -0.58033 -0.46827 1.17028
H -3.63617 -3.95071 -2.01341
H -2.44590 -5.45446 -1.86891
H -2.24080 -3.96333 -0.80188
H -1.28631 -5.35427 -3.65544
H -2.51995 -1.55735 -3.42945
H -0.72993 -1.61669 -3.83496
H -1.63743 -1.93627 -0.89707
H 0.93026 -1.58522 -1.89346
H 0.25867 0.16885 -1.66554
C 0.15009 -2.35301 3.40142
C -0.30961 -3.31593 4.46372
O -0.48557 -4.49544 4.21393
C -0.54298 -2.76457 5.84491
H 0.27721 -2.88888 2.45921
H -0.59798 -1.57047 3.26138
H 1.10875 -1.91461 3.68693
H -1.32175 -1.99946 5.81302
H 0.38498 -2.34424 6.23892
H -0.87070 -3.57056 6.50554
C 2.94476 0.76307 3.05260
C 2.40140 1.39657 4.30548
O 2.12305 0.72601 5.28373
C 2.21542 2.89079 4.30229
H 3.02564 -0.31681 3.19909
H 2.26770 0.95325 2.21679
H 3.93783 1.16204 2.83462
H 1.50655 3.17540 3.52157
H 3.17606 3.38450 4.13994
H 1.81763 3.20796 5.26910
C -4.93661 -0.89915 -6.35258
C -5.72227 -1.42403 -5.18020
O -5.69943 -0.86014 -4.09830
C -6.53713 -2.67134 -5.39474
H -4.39805 0.00322 -6.05284
H -4.21123 -1.64778 -6.67912
H -5.61415 -0.64649 -7.17073
H -5.88278 -3.49851 -5.67867
H -7.28574 -2.49723 -6.17050
H -7.04972 -2.93303 -4.46610
C -0.84189 5.79523 -1.65113
C -1.67745 4.69937 -1.04772
O -1.91697 3.67239 -1.66423
C -2.20650 4.91746 0.34419
H -0.52964 5.50116 -2.65591
H -1.42858 6.71349 -1.72167
H 0.04930 5.96090 -1.04208
H -2.85361 5.79682 0.36203
H -1.37574 5.04427 1.04167
H -2.79092 4.04646 0.65036
C 7.70717 1.75200 0.31975
C 6.65768 2.09055 1.34442
O 5.51699 2.36887 1.01474
C 7.07121 2.07217 2.79209
H 7.26809 1.80498 -0.67921
H 8.52928 2.46838 0.37917
H 8.07588 0.73764 0.48670
H 7.86508 2.80274 2.96105
H 7.41177 1.07196 3.06864
H 6.21439 2.33551 3.41692
*
```

## Properties
Gap between HOMO and LUMO   6.0 eV

Now the Löwdin charges, all in e: atom 1 (C): -0.0432, atom 2 (C): -0.3128, atom 3 (N): 0.1174, atom 4 (C): -0.1877, atom 5 (N): -0.4951, atom 6 (I): 1.2288, atom 7 (C): -0.1174, atom 8 (C): -0.2538, atom 9 (O): 0.1102, atom 10 (F): 0.0025, atom 11 (H): 0.0973, atom 12 (H): 0.0966, atom 13 (H): 0.0787, atom 14 (H): 0.0618, atom 15 (H): 0.0787, atom 16 (H): 0.1616, atom 17 (H): 0.1040, atom 18 (H): 0.1668, atom 19 (H): 0.1202, atom 20 (C): -0.0345, atom 21 (C): -0.4929, atom 22 (O): 0.0612, atom 23 (C): -0.0187, atom 24 (H): 0.0613, atom 25 (H): 0.0767, atom 26 (H): 0.0837, atom 27 (H): 0.0864, atom 28 (H): 0.0896, atom 29 (H): 0.0855, atom 30 (C): -0.0166, atom 31 (C): -0.4980, atom 32 (O): 0.0584, atom 33 (C): -0.0190, atom 34 (H): 0.0779, atom 35 (H): 0.0783, atom 36 (H): 0.0642, atom 37 (H): 0.0807, atom 38 (H): 0.0854, atom 39 (H): 0.0862, atom 40 (C): -0.0245, atom 41 (C): -0.5073, atom 42 (O): 0.0304, atom 43 (C): -0.0215, atom 44 (H): 0.0809, atom 45 (H): 0.0862, atom 46 (H): 0.0922, atom 47 (H): 0.0870, atom 48 (H): 0.0922, atom 49 (H): 0.0854, atom 50 (C): -0.0148, atom 51 (C): -0.4925, atom 52 (O): -0.0361, atom 53 (C): -0.0161, atom 54 (H): 0.0865, atom 55 (H): 0.0938, atom 56 (H): 0.0923, atom 57 (H): 0.0942, atom 58 (H): 0.0902, atom 59 (H): 0.0809, atom 60 (C): -0.0236, atom 61 (C): -0.5013, atom 62 (O): 0.0419, atom 63 (C): -0.0217, atom 64 (H): 0.0831, atom 65 (H): 0.0893, atom 66 (H): 0.0882, atom 67 (H): 0.0906, atom 68 (H): 0.0908, atom 69 (H): 0.0733

---

The following is a quantum chemistry calculation of a molecular structure, C5H13N2Si, from the OMol25 dataset.

The geometry in ORCA input format:
```
! wB97M-V def2-TZVPD RIJCOSX def2/J DEFGRID3
* xyz 1 1
C -0.55918 1.07221 -0.09831
C -0.78760 0.82356 -1.49492
C 0.08214 -0.16869 3.30757
C -0.45184 -1.07596 -3.03869
C 0.77702 0.79458 2.44289
N 0.05960 -0.19420 -1.94156
N 0.31362 0.40855 0.55888
Si 0.99009 -0.73525 -0.65346
H -1.12607 1.89685 0.40342
H -1.78752 0.66834 -1.75163
H -0.46728 1.77100 -1.91140
H -0.19051 0.36328 4.26557
H -0.94880 -0.47971 2.92543
H 0.72118 -1.14073 3.50329
H -1.46198 -0.82776 -3.44427
H 0.07527 -1.07514 -4.07916
H -0.52265 -2.12158 -2.81648
H 1.81510 0.79949 2.29159
H 0.44722 1.86116 2.51668
H 0.62702 -2.07905 -0.11438
H 2.39519 -0.56095 -0.87106
*
```

## Properties
ΔE to the lowest compared entry with this formula, charge and spin   1.369 eV
Gap between HOMO and LUMO   9.3 eV

Now the Löwdin charges, all in e: atom 1 (C): -0.1261, atom 2 (C): -0.2396, atom 3 (C): -0.1198, atom 4 (C): -0.0866, atom 5 (C): 0.0111, atom 6 (N): -0.2540, atom 7 (N): -0.0134, atom 8 (Si): 0.6258, atom 9 (H): 0.1632, atom 10 (H): 0.1277, atom 11 (H): 0.1505, atom 12 (H): 0.1094, atom 13 (H): 0.1107, atom 14 (H): 0.1298, atom 15 (H): 0.0922, atom 16 (H): 0.1154, atom 17 (H): 0.0577, atom 18 (H): 0.0770, atom 19 (H): 0.1194, atom 20 (H): -0.0153, atom 21 (H): -0.0352

---

The following is a quantum chemistry calculation of a single C3H3NO molecule, from the OMol25 dataset.

The geometry in ORCA input format:
```
! wB97M-V def2-TZVPD RIJCOSX def2/J DEFGRID3
* xyz 0 1
C 0.84971 -0.43826 0.63296
C -0.23051 0.19693 1.08363
O -0.99340 0.51009 0.00039
C -0.30433 0.16305 -1.08537
N 0.78743 -0.47849 -0.71607
H 1.68240 -0.86473 1.12723
H -0.51471 0.25024 2.13632
H -0.62182 0.35286 -2.04148
*
```

## Properties
ΔE to the lowest compared entry with this formula, charge and spin   0.408 eV
Gap between HOMO and LUMO   10.6 eV

Now the Löwdin charges, all in e: atom 1 (C): -0.1577, atom 2 (C): -0.1086, atom 3 (O): 0.0262, atom 4 (C): -0.1611, atom 5 (N): 0.0695, atom 6 (H): 0.0995, atom 7 (H): 0.1266, atom 8 (H): 0.1057

---

The following is a quantum chemistry calculation of a single C3H4ClFO molecule, from the OMol25 dataset.

The geometry in ORCA input format:
```
! wB97M-V def2-TZVPD RIJCOSX def2/J DEFGRID3
* xyz 0 1
O -1.54272 -0.77625 0.42693
C -0.53657 0.21872 0.55460
C 0.17606 0.69679 -0.64765
F -0.23717 0.09698 -1.78351
C 0.94163 -0.12709 0.36088
Cl 1.32723 -1.81374 -0.07679
H -1.35158 -1.30823 -0.39843
H -0.83522 0.91789 1.35188
H 0.41179 1.70051 -0.75447
H 1.64655 0.39442 0.96656
*
```

## Properties
ΔE to the lowest compared entry with this formula, charge and spin   1.112 eV
Gap between HOMO and LUMO   10.7 eV

Now the Löwdin charges, all in e: atom 1 (O): -0.0343, atom 2 (C): -0.2996, atom 3 (C): -0.2977, atom 4 (F): 0.0275, atom 5 (C): -0.5180, atom 6 (Cl): 0.6413, atom 7 (H): 0.1016, atom 8 (H): 0.1564, atom 9 (H): 0.1288, atom 10 (H): 0.0941

---

The following is a quantum chemistry calculation of a molecular structure, C10H13N, from the OMol25 dataset.

The geometry in ORCA input format:
```
! wB97M-V def2-TZVPD RIJCOSX def2/J DEFGRID3
* xyz 0 1
C -2.01705 -1.29960 -1.97225
C -0.90547 -1.20017 -0.92289
C 0.32732 -0.79267 -1.77732
C 1.43514 -0.38207 -0.83712
C 1.09037 0.17072 0.66023
C 1.98152 0.93525 1.45186
C 1.47691 1.52034 2.44488
C 0.07148 1.54353 2.76386
C -0.86638 1.19287 1.88276
C -0.37018 0.56534 0.79563
H -1.76229 -2.41924 -2.21547
H -3.50751 -0.90745 -2.03515
H -1.36659 -0.48176 -2.98501
H -0.46891 -2.11992 -0.32260
H 0.64353 -1.41728 -2.58248
H -0.04167 0.06604 -2.17990
H 1.95816 0.33574 -1.64182
H 2.44945 -1.23503 -0.59933
H 3.04904 1.07933 0.85058
H 2.25734 1.89005 3.01623
H -0.10540 1.73289 3.78358
H -1.97721 1.15896 2.20296
H -2.15135 0.15523 0.20407
N -1.20025 -0.09111 0.01472
*
```

## Properties
ΔE to the lowest compared entry with this formula, charge and spin   8.250 eV
Gap between HOMO and LUMO   8.0 eV

Now the Löwdin charges, all in e: atom 1 (C): -0.1075, atom 2 (C): -0.4115, atom 3 (C): -0.2722, atom 4 (C): -0.1592, atom 5 (C): -0.0952, atom 6 (C): -0.1458, atom 7 (C): -0.1574, atom 8 (C): -0.0648, atom 9 (C): -0.0619, atom 10 (C): -0.2577, atom 11 (H): 0.0702, atom 12 (H): 0.1940, atom 13 (H): 0.1707, atom 14 (H): 0.1794, atom 15 (H): 0.1142, atom 16 (H): 0.0414, atom 17 (H): 0.1284, atom 18 (H): 0.1723, atom 19 (H): 0.1802, atom 20 (H): 0.0832, atom 21 (H): 0.0920, atom 22 (H): 0.1535, atom 23 (H): 0.1195, atom 24 (N): 0.0342

---

The following is a quantum chemistry calculation of a single C2H4N2 molecule, from the OMol25 dataset.

The geometry in ORCA input format:
```
! wB97M-V def2-TZVPD RIJCOSX def2/J DEFGRID3
* xyz 0 1
N 1.79908 -0.10001 0.35249
C 1.48302 -0.09535 -0.79413
C -0.06960 0.51914 0.05782
N -1.02344 -0.47711 0.07098
H 0.08541 0.97398 1.02979
H -0.22212 1.27239 -0.70783
H -1.15138 -0.93783 -0.82059
H -0.90096 -1.15521 0.81147
*
```

## Properties
ΔE to the lowest compared entry with this formula, charge and spin   2.570 eV
Gap between HOMO and LUMO   11.2 eV

Now the Löwdin charges, all in e: atom 1 (N): 0.0237, atom 2 (C): -0.1708, atom 3 (C): -0.2460, atom 4 (N): 0.0218, atom 5 (H): 0.0928, atom 6 (H): 0.0895, atom 7 (H): 0.0930, atom 8 (H): 0.0959

---

The following is a quantum chemistry calculation of a gas-phase ion, C6H11O2 (charge +1), from the OMol25 dataset.

The geometry in ORCA input format:
```
! wB97M-V def2-TZVPD RIJCOSX def2/J DEFGRID3
* xyz 1 3
C 0.29665 -0.23203 -0.21230
C 1.51604 -1.20424 0.09700
C 2.56430 -0.04284 0.46908
C 1.86257 1.30952 0.13443
C -2.57563 0.30431 0.77373
C -2.06149 0.05277 -0.63304
O 0.51245 0.99744 -0.15832
O -0.81189 -0.80769 -0.45085
H 1.45233 -2.01800 0.82413
H 1.90814 -1.61184 -0.86019
H 2.68727 -0.12699 1.53884
H 3.47498 -0.07230 -0.01600
H 1.78728 2.19482 0.93510
H 2.26592 1.80897 -0.70978
H -1.61534 0.78294 1.22842
H -3.22649 1.17286 0.79100
H -2.91556 -0.51420 1.36150
H -1.71491 0.89860 -1.16538
H -2.61562 -0.72598 -1.32446
*
```

## Properties
ΔE to the lowest compared entry with this formula, charge and spin   0.675 eV
Gap between HOMO and LUMO (spin up / spin down)   7.7 / 5.8 eV

Now the Löwdin charges, all in e: atom 1 (C): -0.4638, atom 2 (C): 0.0004, atom 3 (C): -0.0787, atom 4 (C): -0.0385, atom 5 (C): -0.0160, atom 6 (C): -0.0666, atom 7 (O): 0.1233, atom 8 (O): 0.1280, atom 9 (H): 0.1207, atom 10 (H): 0.1210, atom 11 (H): 0.1182, atom 12 (H): 0.0903, atom 13 (H): 0.2167, atom 14 (H): 0.1439, atom 15 (H): 0.1190, atom 16 (H): 0.0956, atom 17 (H): 0.0849, atom 18 (H): 0.1130, atom 19 (H): 0.1886

---

The following is a quantum chemistry calculation of a single C4H5NO2 molecule, from the OMol25 dataset.

The geometry in ORCA input format:
```
! wB97M-V def2-TZVPD RIJCOSX def2/J DEFGRID3
* xyz 0 1
H 2.19439 -0.53808 -1.37110
N 1.38863 -0.13873 -0.89603
C 0.36351 -0.87040 -0.96801
C -0.92545 -0.44829 -0.37201
O -1.16314 -0.76268 0.98711
C -0.89573 0.59529 0.64512
C 0.43918 1.06267 1.13445
O 0.74964 2.20743 1.31263
H 0.35638 -1.76689 -1.57218
H -1.79244 -0.54754 -1.02150
H -1.72441 1.28734 0.73214
H 1.05493 0.17778 1.43651
*
```

## Properties
ΔE to the lowest compared entry with this formula, charge and spin   2.664 eV
Gap between HOMO and LUMO   10.4 eV

Now the Löwdin charges, all in e: atom 1 (H): 0.0756, atom 2 (N): 0.1396, atom 3 (C): -0.1532, atom 4 (C): -0.2405, atom 5 (O): 0.0169, atom 6 (C): -0.1972, atom 7 (C): -0.2586, atom 8 (O): 0.0682, atom 9 (H): 0.1143, atom 10 (H): 0.1486, atom 11 (H): 0.1553, atom 12 (H): 0.1310